Record 1
# C49H39Cl3IN7OPS2TeV

C49H39Cl3IN7OPS2TeV as an isolated structure (the ωB97M-V functional and the def2-TZVPD basis, the OMol25 dataset).

- Energy above the lowest of the compared OMol25 structures with the same formula, charge and spin: 5.7 kcal/mol
- Multiplicity: 4
- ⟨S²⟩: 3.764
- Charge: -1
- LUMO (spin up / spin down): 2.2 / 2.2 eV
- E: -173535.965 eV

Element x y z (Å)
V: -0.81395 0.39798 0.05321
I: -0.75798 -2.05560 -1.24385
C: -3.59713 -2.00761 -0.29685
C: -4.21415 -2.70092 -1.31714
C: -5.56643 -3.12134 -1.29898
C: -6.33634 -2.90704 -0.19364
C: -5.76170 -2.28032 0.93875
C: -6.48643 -2.18099 2.14925
C: -5.90801 -1.65923 3.26946
C: -4.58773 -1.17391 3.21145
C: -3.86699 -1.21343 2.04162
P: -2.15153 -0.52696 2.02450
C: -1.25164 -1.86719 2.89112
C: -1.65049 -3.18235 2.64498
C: -0.95303 -4.24747 3.19447
C: 0.14718 -4.01671 4.00754
C: 0.56357 -2.71498 4.24124
C: -0.11696 -1.64870 3.67117
C: -2.39089 0.79582 3.28787
C: -1.92511 0.79565 4.59784
C: -2.19936 1.86022 5.45043
C: -2.95555 2.93377 5.01084
C: -3.44270 2.93713 3.70907
C: -3.15676 1.88206 2.86139
C: -4.41589 -1.80462 0.86197
H: -3.63266 -2.98660 -2.19487
H: -5.98669 -3.63572 -2.16009
H: -7.36549 -3.24721 -0.14369
H: -7.50450 -2.55773 2.17817
H: -6.45651 -1.61206 4.20277
H: -4.15141 -0.75232 4.10763
H: -2.50201 -3.37308 2.00422
H: -1.26905 -5.26025 2.97785
H: 0.68940 -4.84842 4.44077
H: 1.44143 -2.52137 4.84566
H: 0.26766 -0.64652 3.80891
H: -1.36198 -0.04562 4.97501
H: -1.82225 1.83987 6.46583
H: -3.16959 3.76147 5.67592
H: -4.04071 3.76724 3.35290
H: -3.54082 1.88881 1.84616
S: 2.58792 1.28257 3.03261
C: 2.94145 -0.28844 2.43352
C: 1.99927 -0.73436 1.55666
C: 0.92226 0.18323 1.32165
C: 1.13731 1.32333 2.06186
C: 0.30552 2.50158 1.91405
C: 0.48048 3.69678 2.62045
C: -0.32214 4.77947 2.33347
C: -1.29268 4.66628 1.34390
C: -1.42935 3.44751 0.71085
N: -0.66809 2.38870 0.98419
H: 3.82748 -0.80022 2.78089
H: 2.06172 -1.70280 1.07309
H: 1.24896 3.75725 3.37986
H: -0.19248 5.70979 2.87280
H: -1.93872 5.49183 1.08040
H: -2.18164 3.29427 -0.05403
Te: 1.69775 -2.36075 -2.47983
N: -5.65714 0.07719 -4.21908
C: -4.52080 0.16749 -3.47927
N: -3.56153 -0.74174 -3.69857
N: -4.44778 1.15805 -2.60743
C: -3.35110 1.11565 -1.87898
N: -2.38306 0.98784 -1.26159
H: -5.61293 -0.38374 -5.11052
H: -6.26692 0.87410 -4.15389
H: -3.82478 -1.60507 -4.14339
H: -2.82542 -0.85279 -3.00201
Cl: 7.03074 -1.02401 2.48907
C: 6.37639 -0.46858 0.97265
C: 5.44284 -1.23625 0.30724
C: 4.91830 -0.76207 -0.88441
C: 5.30939 0.45703 -1.42752
C: 4.69704 0.90938 -2.73996
C: 3.82521 2.16572 -2.59665
N: 2.42432 1.82233 -2.45705
C: 1.54704 1.53654 -3.47753
C: 0.38533 1.16511 -2.87655
N: 0.53708 1.20990 -1.51420
C: 1.77583 1.59466 -1.29942
O: 5.68818 1.17087 -3.72829
C: 6.16115 -0.01701 -4.35302
C: 5.10236 -0.64671 -5.20873
C: 4.58317 -1.89678 -5.05084
Cl: 5.03869 -3.05628 -3.87188
S: 3.32699 -2.25140 -6.15831
C: 3.48533 -0.70706 -6.87687
C: 4.45004 0.03881 -6.27674
C: 6.25571 1.19905 -0.72053
Cl: 6.81534 2.74543 -1.30784
C: 6.79422 0.75356 0.47404
H: 5.10673 -2.18002 0.71465
H: 4.14322 -1.33779 -1.38192
H: 4.03252 0.10714 -3.08249
H: 3.94694 2.77982 -3.48837
H: 4.11859 2.76110 -1.73505
H: 1.84494 1.57663 -4.51104
H: -0.53392 0.84042 -3.33235
H: 2.23951 1.70888 -0.33217
H: 6.52694 -0.73102 -3.60833
H: 7.00770 0.29869 -4.96434
H: 2.84714 -0.42593 -7.69891
H: 4.69755 1.05114 -6.56499
H: 7.51902 1.35200 1.00610


Record 2
# C3H5NO3

C3H5NO3 as an isolated structure at a distorted geometry (the ωB97M-V functional and the def2-TZVPD basis, the OMol25 dataset).

- Energy above the lowest of the compared OMol25 structures with the same formula, charge and spin: 98.7 kcal/mol
- Charge: 0
- LUMO: 0.3 eV
- E: -10821.409 eV

Element x y z (Å)
C: 1.61020 0.66920 -0.69364
C: 0.50849 0.62366 0.30285
C: -1.50608 -0.49618 1.12202
H: 0.96758 0.15709 -1.77194
H: 2.51188 -0.06386 -0.58763
H: 1.89862 1.80183 -0.82937
H: -1.18863 -1.70610 -1.06119
H: -1.67679 0.35773 1.88164
N: -0.49436 -0.39649 0.28427
O: 0.25306 1.47791 1.15464
O: -0.51075 -1.00737 -0.96899
O: -2.37322 -1.41743 1.16734


Record 3
# C2H2F2O3

A 2-piece molecular cluster, C2H2F2O3 overall at a distorted geometry (the ωB97M-V functional and the def2-TZVPD basis, the OMol25 dataset).

- Energy above the lowest of the compared OMol25 structures with the same formula, charge and spin: 61.5 kcal/mol
- Charge: 0
- LUMO: 0.7 eV
- E: -13681.707 eV

Element x y z (Å)
C: -1.39526 -0.00684 -0.21287
C: 1.46839 0.13713 0.62484
O: -0.36998 -0.09832 -0.79875
O: -1.95049 -1.05115 0.56486
O: 1.50586 1.20803 0.02137
F: -2.16950 1.03768 -0.04351
F: 2.31878 -0.70975 0.04106
H: -1.35160 -1.78222 0.68548
H: 1.94380 1.26543 -0.88247